The following is a quantum chemistry calculation of an isolated molecule of C4H11NS at a distorted geometry, from the Open Molecules 2025 dataset.

Last column: natural (NBO) charge in e.
CARTESIAN COORDINATES (ANGSTROEM)
C  0.8064  0.0276  0.9366  -0.4113
C  1.6027  1.2897  0.4847  -0.5296
S  2.6138  1.0414  -0.9841  -0.0318
C  -0.0538  -0.6122  -0.1573  -0.2299
N  -1.2773  0.0840  -0.3881  -0.6534
C  -2.4759  -0.7099  -0.5611  -0.3989
H  1.5468  -0.6070  1.4342  0.2004
H  0.1234  0.2855  1.7443  0.2170
H  2.0906  1.6460  1.3939  0.2156
H  0.9247  2.0978  0.1931  0.2144
H  3.3111  -0.0227  -0.5210  0.1160
H  0.5321  -0.8031  -1.0710  0.1853
H  -0.3088  -1.6350  0.1521  0.1915
H  -1.1738  0.8973  -0.9613  0.3639
H  -3.3898  -0.1388  -0.6454  0.2064
H  -2.4833  -1.3667  0.3133  0.1857
H  -2.3889  -1.4739  -1.3630  0.1586

Values from the calculation:
* orbital gap: 9.314 eV
* SMILES string: CNCCCS
* charge: 0
* energy above the lowest of the compared OMol25 structures with the same formula, charge and spin: 72.3 kJ/mol
* max |F|: 1.86 eV Å⁻¹

***

The following is a quantum chemistry calculation of an isolated molecule of C23H30N6O, from the Open Molecules 2025 dataset.

Last column: natural (NBO) charge in e.
CARTESIAN COORDINATES (ANGSTROEM)
C  -7.6031  -1.0914  -1.6121  -0.6047
H  -8.5886  -1.5485  -1.5515  0.2127
H  -7.0012  -1.6818  -2.2989  0.2101
H  -7.7238  -0.0881  -2.0135  0.2100
C  -6.9722  -1.0561  -0.2176  -0.0794
C  -5.5816  -0.4423  -0.2201  -0.0129
C  -4.8668  -0.3569  0.9721  -0.1552
C  -3.6011  0.1929  1.0278  -0.2356
C  -3.0040  0.6707  -0.1320  0.1312
C  -3.7086  0.6099  -1.3279  -0.2032
C  -4.9763  0.0621  -1.3660  -0.2023
H  -5.4867  0.0343  -2.3143  0.2169
H  -3.2500  1.0066  -2.2198  0.2394
N  -1.7233  1.2407  -0.1351  -0.1745
C  -0.6400  0.9487  0.6297  0.1787
C  0.3768  1.7842  0.2082  -0.1699
C  -0.1880  2.5450  -0.8291  -0.0309
N  -1.4419  2.2028  -1.0257  -0.2599
H  0.2668  3.3131  -1.4222  0.2114
C  1.7623  1.7433  0.7514  -0.0561
N  2.6482  1.1750  -0.2592  -0.6185
C  3.9699  1.4356  -0.2967  0.6815
O  4.5301  2.1200  0.5355  -0.6456
C  4.6887  0.7989  -1.4811  -0.5060
H  4.2007  -0.1400  -1.7509  0.2171
H  4.5906  1.4798  -2.3303  0.2401
C  6.1723  0.5658  -1.1953  -0.4000
H  6.6307  0.0864  -2.0613  0.2213
H  6.6613  1.5235  -1.0173  0.2293
C  6.3904  -0.3091  0.0452  -0.2201
N  5.6111  -1.5130  -0.0213  -0.1805
C  4.4680  -1.8100  0.6173  0.1680
N  4.0096  -2.9731  0.2148  -0.4911
C  4.9247  -3.3640  -0.6941  0.1283
N  5.9030  -2.5072  -0.8665  -0.2925
H  4.8615  -4.2892  -1.2284  0.1987
H  4.0151  -1.1789  1.3533  0.2067
H  7.4461  -0.5807  0.1218  0.2218
H  6.0889  0.2398  0.9392  0.2325
H  2.2244  0.5948  -0.9655  0.4060
C  1.7762  0.9060  2.0404  -0.3985
H  2.8122  0.7027  2.3132  0.2176
C  0.9916  -0.3941  1.8682  -0.3998
H  1.1256  -1.0286  2.7454  0.2177
H  1.3705  -0.9413  1.0024  0.2072
C  -0.4997  -0.0951  1.6789  -0.4313
H  -1.0438  -1.0010  1.4006  0.2320
H  -0.9097  0.2682  2.6273  0.2127
H  1.3303  1.4963  2.8433  0.2080
H  2.1459  2.7477  0.9690  0.2318
H  -3.0967  0.2693  1.9769  0.2152
H  -5.3035  -0.7176  1.8909  0.2025
C  -6.8844  -2.4974  0.3040  -0.5940
H  -6.5061  -2.5304  1.3218  0.2054
H  -7.8693  -2.9590  0.2929  0.2072
H  -6.2207  -3.0856  -0.3262  0.2119
C  -7.8811  -0.2248  0.6990  -0.5938
H  -7.5155  -0.2203  1.7220  0.2056
H  -8.8885  -0.6354  0.6990  0.2069
H  -7.9273  0.8042  0.3490  0.2125

Values from the calculation:
* orbital gap: 9.181 eV
* SMILES string: CC(C)(C)c1ccc(-n2ncc3c2CCC[C@H]3NC(=O)CCCn2cncn2)cc1
* charge: 0
* energy above the lowest of the compared OMol25 structures with the same formula, charge and spin: 14.5 kJ/mol
* max |F|: 0.89 eV Å⁻¹

***

The following is a quantum chemistry calculation of a structure of composition C6H13IrNO11P2, from the Open Molecules 2025 dataset.

Last column: natural (NBO) charge in e.
CARTESIAN COORDINATES (ANGSTROEM)
Ir  0.4491  0.1584  -1.1349  1.5173
O  -1.7322  2.1840  -4.2382  -0.5927
C  -1.0434  1.8843  -3.1812  0.8252
O  -0.8772  0.7295  -2.7928  -0.6673
C  -0.4839  3.0888  -2.4799  -0.1893
O  0.2564  2.6534  -1.3515  -0.5409
C  1.3651  3.4049  -1.0209  -0.0797
C  3.3720  1.4212  -2.2246  1.0791
O  4.1470  2.2290  -2.4441  -0.3910
O  2.5663  0.5977  -1.9938  -0.6377
H  -2.0983  1.3929  -4.6731  0.5345
H  -1.3177  3.7219  -2.1643  0.2593
H  0.1312  3.6548  -3.1833  0.2481
H  1.7145  3.2331  -0.0149  0.1925
H  1.5074  4.3460  -1.5327  0.1883
N  -0.6758  -2.8217  3.0015  -0.7178
C  -0.8364  -1.8608  1.8607  -0.3598
C  -2.2971  -1.7020  1.5208  -0.6861
P  0.0609  -0.2389  2.2432  2.3859
O  1.4826  -0.7441  2.7386  -0.9981
O  -0.8369  0.1110  3.3761  -0.8562
O  0.1493  0.5703  0.9901  -1.1352
P  0.0726  -2.6134  0.2605  2.4025
O  1.6002  -2.2057  0.3364  -0.9981
O  -0.2275  -4.0135  0.5892  -0.9809
O  -0.5180  -1.7813  -0.8437  -1.1065
H  -1.2910  -2.5606  3.7795  0.4621
H  0.2870  -2.8459  3.3500  0.4555
H  -0.9107  -3.7653  2.6624  0.4832
H  -2.8694  -1.4159  2.4048  0.2637
H  -2.7005  -2.6389  1.1268  0.2698
H  -2.4239  -0.9364  0.7600  0.2719
H  1.7689  -0.3642  3.5846  0.5485
H  2.2094  -2.8725  0.6886  0.5497

Values from the calculation:
* orbital gap (alpha / beta): 8.243 / 5.766 eV
* charge: +2
* ⟨S²⟩: 8.767
* max |F|: 0.50 eV Å⁻¹
* 2S+1: 6

***

The following is a quantum chemistry calculation of an isolated molecule of C5H5F at a distorted geometry, from the Open Molecules 2025 dataset.

Last column: natural (NBO) charge in e.
CARTESIAN COORDINATES (ANGSTROEM)
C  0.8825  -0.2829  0.2873  0.1448
C  -0.3650  0.1511  1.1150  -0.2158
C  -1.4927  0.0666  0.4843  -0.2217
C  -1.1983  -0.3165  -0.9798  -0.2123
C  0.1278  -0.6395  -1.0360  -0.2420
H  1.4093  -1.1208  0.8808  0.1907
H  -0.1577  0.2668  2.1896  0.2149
H  -2.6055  0.3323  0.7398  0.2312
H  -1.9527  -0.2231  -1.9134  0.2365
H  0.6086  -0.8775  -2.0594  0.2223
F  1.6636  0.8610  0.1042  -0.3487

Values from the calculation:
* orbital gap: 9.633 eV
* SMILES string: FC1C=CC=C1
* charge: 0
* energy above the lowest of the compared OMol25 structures with the same formula, charge and spin: 121.1 kJ/mol
* max |F|: 4.70 eV Å⁻¹

***

The following is a quantum chemistry calculation of a structure of composition C7H5ClFN2P at a distorted geometry, from the Open Molecules 2025 dataset.

Last column: natural (NBO) charge in e.
CARTESIAN COORDINATES (ANGSTROEM)
C  3.5909  -0.2544  -0.1984  0.2671
C  1.7008  0.9271  0.5635  -0.1033
C  0.3451  1.1824  0.7238  -0.2153
C  1.2717  -0.8254  -0.9627  0.0923
C  2.1786  -0.0526  -0.3334  -0.2264
C  -0.4949  0.2652  -0.0191  0.0740
C  -1.9060  0.3954  0.0068  0.2366
N  4.6918  -0.5651  -0.0436  -0.2766
N  -0.0691  -0.6930  -0.8451  -0.3853
F  -2.3107  1.1589  1.1079  -0.3709
P  -2.8059  -1.7092  0.1542  0.2938
Cl  -2.6934  1.2467  -1.3801  -0.0240
H  2.5137  1.4650  1.0763  0.2354
H  -0.1025  1.9724  1.2607  0.2484
H  1.6378  -1.5085  -1.8144  0.2161
H  -3.7228  -1.5987  1.2989  -0.0140
H  -3.8252  -1.4061  -0.5955  -0.0480

Values from the calculation:
* orbital gap: 8.851 eV
* charge: 0
* energy above the lowest of the compared OMol25 structures with the same formula, charge and spin: 0.0 kJ/mol
* max |F|: 5.41 eV Å⁻¹

***

The following is a quantum chemistry calculation of a structure of composition C37H33N8OOsSSe, from the Open Molecules 2025 dataset.

Last column: Mulliken charge in e.
CARTESIAN COORDINATES (ANGSTROEM)
Os  -0.2902  0.3226  1.0168  1.9038
C  1.3119  -0.8399  1.1086  -1.2446
C  2.3336  -1.5151  1.0318  0.2439
C  3.5132  -2.2599  0.9040  -0.0859
C  3.5252  -3.4122  0.0222  0.4861
C  4.5242  -4.3969  0.0922  -0.3078
C  4.5095  -5.4833  -0.7641  -0.7939
C  3.4997  -5.6296  -1.7052  -0.4407
C  2.4826  -4.6838  -1.7668  -0.6117
C  2.4909  -3.5977  -0.9145  -0.3066
C  4.6712  -1.7448  1.6323  0.5296
C  5.9729  -1.8317  1.1184  -0.5019
C  7.0425  -1.2734  1.7982  -0.7003
C  6.8422  -0.6141  3.0033  -0.4915
C  5.5563  -0.5075  3.5207  -0.6036
C  4.4833  -1.0577  2.8432  -0.5280
H  5.2939  -4.3254  0.8477  0.6060
H  5.2859  -6.2334  -0.6894  0.3915
H  3.4956  -6.4799  -2.3737  0.3910
H  1.6773  -4.8040  -2.4810  0.3850
H  1.6958  -2.8642  -0.9542  0.2731
H  6.1365  -2.3074  0.1609  0.6177
H  8.0382  -1.3460  1.3805  0.4106
H  7.6798  -0.1852  3.5370  0.4148
H  5.3917  -0.0017  4.4635  0.4594
H  3.4838  -0.9823  3.2541  0.5068
C  -3.2374  -1.5052  0.5685  -1.6310
C  -3.3218  -0.0498  0.2686  1.0055
N  -2.3607  0.8415  0.4512  -0.0510
C  -2.8591  2.0702  0.0654  -0.8120
C  -4.1326  1.9120  -0.3621  -0.7693
N  -4.4167  0.5694  -0.2231  0.1767
C  -5.6607  -0.0583  -0.6495  -1.0208
N  -6.0094  0.4018  -1.9559  0.6620
N  -7.1693  1.0908  -2.1514  -0.6995
N  -7.2505  1.4381  -3.3688  -0.4717
C  -6.1262  0.9933  -4.0375  0.0947
C  -5.7433  1.1342  -5.3715  -0.7396
C  -4.5364  0.5836  -5.7403  -0.6425
C  -3.7224  -0.0923  -4.8123  -0.6124
C  -4.0858  -0.2380  -3.4901  -0.3714
C  -5.3114  0.3189  -3.1240  1.1464
H  -2.2518  -1.7366  0.9701  0.2472
H  -3.3987  -2.1100  -0.3259  0.3960
H  -3.9786  -1.7937  1.3145  0.4275
H  -2.2653  2.9671  0.1031  0.7559
H  -4.8546  2.6207  -0.7287  0.5174
H  -6.4821  0.2115  0.0129  0.2844
H  -5.5275  -1.1393  -0.6367  0.5384
H  -6.3774  1.6566  -6.0742  0.4375
H  -4.2026  0.6646  -6.7657  0.4047
H  -2.7875  -0.5168  -5.1569  0.4092
H  -3.4603  -0.7700  -2.7827  0.4262
N  3.1448  1.5311  1.0094  -0.2966
C  2.3374  2.2111  1.8443  0.4664
N  1.0311  2.2222  1.7679  -0.2185
C  0.4764  3.0583  2.7402  -0.4298
C  -0.8765  3.3145  2.9301  0.0898
C  -1.2655  4.1732  3.9419  -0.8807
C  -0.3237  4.7815  4.7685  -0.5131
C  1.0277  4.5423  4.5895  -0.5585
C  1.4103  3.6828  3.5724  0.6333
S  3.0231  3.2076  3.1037  -0.2649
H  2.7184  0.7461  0.5342  -0.2366
H  4.0982  1.3787  1.2992  0.3700
H  -1.6114  2.8220  2.3075  0.4256
H  -2.3177  4.3712  4.0959  0.4169
H  -0.6506  5.4429  5.5588  0.4011
H  1.7666  5.0147  5.2227  0.4106
C  -0.1367  -0.7158  -2.8214  -0.8681
C  0.0133  0.6232  -2.1810  0.9664
C  0.1152  1.8259  -3.0566  -1.3744
O  0.0542  0.7453  -0.9631  -0.4453
H  -0.8927  -0.6830  -3.6073  0.0264
H  -0.3805  -1.4808  -2.0865  0.2427
H  0.8107  -0.9795  -3.2991  0.4554
H  0.8148  1.6488  -3.8739  0.4281
H  0.4195  2.6989  -2.4844  0.3529
H  -0.8654  2.0167  -3.5026  0.3364
Se  -1.3489  0.2224  5.6731  -0.0491
C  -0.9810  0.1188  3.9942  0.3704
N  -0.7286  0.0492  2.8386  -0.3682

Values from the calculation:
* orbital gap (alpha / beta): 6.267 / 5.961 eV
* charge: +1
* energy above the lowest of the compared OMol25 structures with the same formula, charge and spin: 74.2 kJ/mol
* ⟨S²⟩: 6.065
* max |F|: 0.71 eV Å⁻¹
* 2S+1: 5